Entry 1:
One molecule with the formula CH3ClN2O at a distorted geometry. Source: the Open Molecules 2025 dataset; level of theory: ωB97M-V/def2-TZVPD.

Last column: natural (NBO) charge in e.
Atoms and positions in Å:
O 0.77004 1.82284 -0.19935  -0.561
C 0.90141 0.76714 0.39557  0.520
N 0.33220 -0.39907 0.06341  -0.490
N -0.89989 -0.26633 -0.69467  -0.491
Cl -2.28351 -0.54239 0.25715  0.123
H 1.55494 0.66509 1.31282  0.111
H 0.44556 -1.31992 0.50841  0.394
H -0.82075 -0.72737 -1.64334  0.394

Atomic forces in eV per Å
O 0.0 -1.2 0.8
C 1.5 2.0 0.8
N -3.2 -1.7 -1.7
N 2.4 0.0 -0.9
Cl 0.0 -0.4 -0.3
H -0.2 0.1 -0.8
H 0.2 1.1 0.1
H -0.7 0.2 2.0

The total charge is 0. Its HOMO energy is -9.778 eV. Its HOMO-LUMO gap is 10.26 eV. Its structure (SMILES) is O=CNNCl.

Entry 2:
C18H41N2O2P3Tl as an isolated structure at a distorted geometry. Source: the Open Molecules 2025 dataset; level of theory: ωB97M-V/def2-TZVPD.

Last column: Löwdin charge in e.
Atoms and positions in Å:
Tl -0.76833 0.38105 0.97439  0.714
P 2.03036 1.39881 2.65339  0.759
P -1.25338 2.47076 -0.35220  0.627
P 1.59565 -0.46615 -0.66486  0.727
H -1.57233 -3.13424 1.15065  0.049
C -0.57479 -3.54987 0.95289  -0.105
C 0.27647 -3.79547 1.95355  -0.048
H -0.00379 -3.55786 2.99176  0.058
C 2.02235 1.97050 4.40245  -0.270
C 2.97762 2.79259 1.92847  -0.287
C 3.40630 0.18341 2.80363  -0.273
C -2.55845 1.89527 -1.46987  -0.246
C -2.04154 3.64628 0.78012  -0.219
C -0.00828 3.35306 -1.31503  -0.201
C 2.40631 -2.10495 -0.48536  -0.235
C 3.00918 0.56883 -1.22085  -0.247
C 0.73487 -0.73515 -2.26841  -0.314
H -0.33491 -3.72163 -0.10495  0.047
H 1.28017 -4.21051 1.80229  0.068
H 1.97400 1.10208 5.06750  0.045
H 1.11470 2.58015 4.54822  0.047
H 2.92291 2.54481 4.66008  0.062
H 2.27951 3.63395 1.81985  0.036
H 3.38018 2.52542 0.93977  0.026
H 3.77615 3.09355 2.61349  0.059
H 3.01641 -0.70682 3.32034  0.049
H 4.23890 0.59405 3.39186  0.070
H 3.77605 -0.14243 1.81916  0.017
H -2.97413 2.80688 -1.91434  0.077
H -3.34397 1.36348 -0.90229  0.073
H -2.16218 1.22937 -2.25537  0.024
H -2.43815 4.44780 0.14498  0.077
H -1.30042 4.04365 1.48986  0.072
H -2.86127 3.15762 1.34167  0.078
H -0.53788 4.22599 -1.71988  0.081
H 0.36510 2.70540 -2.12646  0.055
H 0.82077 3.66782 -0.65960  0.066
H 2.76887 -2.45323 -1.46513  0.070
H 1.69057 -2.82499 -0.05977  0.003
H 3.25357 -2.00230 0.20420  0.055
H 3.44632 0.13568 -2.13176  0.071
H 3.76847 0.60267 -0.42795  0.040
H 2.65925 1.59041 -1.43093  0.037
H 1.45514 -1.13038 -3.00008  0.064
H 0.29731 0.19870 -2.65130  0.029
H -0.06359 -1.47537 -2.12250  0.039
C -2.35384 -0.93456 -4.98256  -0.190
C -3.47330 -1.15880 -5.80570  0.067
C -3.75734 -2.47766 -6.17063  0.031
C -2.92684 -3.53402 -5.75023  0.060
C -1.74139 -3.25933 -5.04706  0.021
C -1.41537 -1.94397 -4.74188  0.048
O -2.14902 0.21425 -4.23872  0.104
H -2.83065 0.89365 -4.42155  0.149
H -4.09620 -0.33350 -6.12855  0.144
H -4.63603 -2.70012 -6.77096  0.144
H -3.19371 -4.57814 -5.99235  0.158
H -1.07810 -4.06554 -4.72766  0.141
H -0.48596 -1.68525 -4.23921  0.102
N -0.21175 -1.28961 5.84053  0.167
C -0.97834 -0.34342 5.21450  -0.661
N -1.63301 0.47372 6.09459  0.173
O -1.02995 -0.22602 3.98820  -0.121
H -0.34453 -1.45751 6.82100  0.109
H 0.13542 -2.04148 5.26253  0.102
H -2.26147 1.15697 5.70341  0.113
H -1.48471 0.39165 7.08663  0.114

Atomic forces in eV per Å
Tl 2.0 -1.2 1.5
P 0.8 0.1 0.5
P -0.7 0.7 -0.1
P 0.1 -0.6 -0.7
H 0.4 -0.3 0.0
C 0.0 0.4 0.1
C -0.2 0.3 0.0
H 0.1 -0.3 -0.6
C -0.9 0.0 0.0
C -0.6 0.2 -0.5
C -0.4 -0.7 -0.2
C -0.1 0.0 -0.1
C 0.0 -0.2 0.1
C 0.1 -0.2 0.1
C -0.2 0.0 0.4
C -0.2 0.3 0.3
C -0.1 0.0 0.0
H 0.0 -0.2 0.5
H -0.5 0.1 0.0
H -0.2 0.1 -0.1
H 0.5 -0.1 0.2
H -0.3 -0.1 -0.3
H 0.3 0.0 -0.1
H -0.1 0.2 0.3
H 0.0 -0.1 -0.2
H 0.2 0.2 -0.1
H -0.3 0.0 -0.2
H 0.0 0.1 0.3
H -0.2 -0.2 -0.1
H 0.3 0.3 -0.2
H -0.1 0.3 0.5
H 0.0 0.0 0.3
H -0.3 -0.1 -0.3
H 0.4 0.3 -0.3
H 0.3 0.0 -0.1
H -0.1 0.4 0.3
H -0.3 0.0 -0.3
H -0.1 0.2 0.3
H 0.4 0.3 -0.2
H -0.2 -0.1 -0.1
H -0.1 0.1 0.3
H -0.2 0.1 -0.3
H 0.2 -0.3 0.0
H -0.2 0.2 0.1
H 0.1 -0.3 0.0
H 0.1 0.2 0.0
C 0.0 2.2 1.4
C -0.8 -1.2 -0.7
C -0.3 1.7 0.0
C -0.1 -0.8 -0.1
C 1.0 1.0 0.5
C 0.6 -1.9 0.3
O -0.6 -1.6 -1.9
H 0.2 -0.4 -0.2
H -0.1 -0.1 0.1
H 0.1 0.1 0.1
H 0.2 0.7 0.1
H -0.2 0.2 -0.3
H -0.3 -0.1 -0.1
N 0.0 0.1 -0.8
C 0.1 0.0 1.2
N 0.2 -0.2 -1.0
O -0.1 0.1 -0.4
H 0.1 -0.2 0.0
H 0.0 0.1 0.3
H 0.1 0.0 0.3
H -0.3 0.2 -0.1

The total charge is +3. Its HOMO energy (alpha / beta) is -16.197 / -16.272 eV. Its HOMO-LUMO gap (alpha / beta) is 5.15 / 4.28 eV.